DFT (ωB97M-V with the def2-TZVPD basis set) results for C49H59BBrKN9P2Sb as an isolated structure.

Results
Gap between HOMO and LUMO, eV: 8.24
2S+1: 1
Total charge: 0
E, a.u.: -6517.22152
LUMO, eV: 0.20

Each line ends with the Mulliken charge.
Element x y z (Å)
K  1.08  0.00  1.41  1.37
C  0.64  4.47  3.47  -1.18
C  0.82  3.66  2.34  -0.73
N  0.74  2.38  2.64  0.25
N  0.52  2.32  3.97  0.23
C  0.46  3.56  4.49  -0.37
B  0.58  1.02  4.82  0.42
N  -0.48  -0.05  4.45  -0.07
C  -1.60  -0.28  5.16  -0.28
C  -2.22  -1.41  4.66  -1.41
C  -1.38  -1.80  3.61  -0.31
N  -0.34  -0.99  3.49  0.09
N  2.00  0.41  4.79  0.10
C  2.71  0.03  5.86  -0.24
C  3.91  -0.48  5.43  -1.02
C  3.84  -0.36  4.04  -0.63
N  2.69  0.17  3.65  -0.29
H  0.65  5.54  3.54  0.39
H  0.98  3.97  1.31  0.64
H  0.30  3.70  5.54  0.48
H  0.35  1.35  5.96  -0.24
H  -1.86  0.36  5.99  0.51
H  -3.13  -1.87  5.00  0.43
H  -1.49  -2.64  2.93  0.43
H  2.31  0.16  6.86  0.47
H  4.72  -0.86  6.03  0.42
H  4.58  -0.62  3.29  0.60
C  -3.25  2.33  -2.25  -1.43
N  -1.85  1.96  -2.11  0.69
P  -0.96  1.49  -3.50  -0.29
C  -1.41  2.82  -4.70  0.30
C  -2.56  2.84  -5.48  -0.18
C  -2.85  3.95  -6.27  -0.59
C  -2.01  5.05  -6.27  -0.55
C  -0.86  5.04  -5.49  -0.61
C  -0.56  3.93  -4.72  -0.56
C  -1.94  0.08  -4.14  0.77
C  -2.72  -0.69  -3.28  0.18
C  -3.37  -1.82  -3.75  -0.62
C  -3.24  -2.21  -5.08  -0.69
C  -2.45  -1.45  -5.93  -0.63
C  -1.81  -0.32  -5.47  -0.66
P  -0.86  2.61  -0.86  -0.13
C  -0.90  4.42  -1.16  0.92
C  -2.07  5.19  -1.20  -0.21
C  -2.02  6.53  -1.56  -0.92
C  -0.80  7.12  -1.87  -0.52
C  0.37  6.37  -1.81  -0.75
C  0.31  5.03  -1.46  -0.45
C  -1.95  2.39  0.58  1.16
C  -2.25  3.39  1.50  -0.64
C  -2.93  3.10  2.67  -0.90
C  -3.32  1.80  2.94  -0.96
C  -3.02  0.78  2.04  -0.37
C  -2.34  1.08  0.87  -0.46
H  -3.38  3.29  -2.77  0.24
H  -3.72  2.40  -1.27  0.54
H  -3.78  1.57  -2.82  0.51
H  -3.23  2.00  -5.48  0.33
H  -3.75  3.95  -6.87  0.41
H  -2.24  5.91  -6.88  0.38
H  -0.19  5.89  -5.49  0.44
H  0.34  3.92  -4.11  0.42
H  -2.80  -0.41  -2.24  0.25
H  -3.98  -2.41  -3.07  0.42
H  -3.75  -3.09  -5.44  0.40
H  -2.34  -1.75  -6.97  0.38
H  -1.20  0.27  -6.15  0.46
H  -3.02  4.74  -0.94  0.43
H  -2.93  7.11  -1.59  0.44
H  -0.76  8.17  -2.14  0.41
H  1.32  6.84  -2.04  0.42
H  1.22  4.44  -1.44  0.41
H  -1.93  4.41  1.32  0.38
H  -3.15  3.89  3.38  0.37
H  -3.84  1.56  3.86  0.40
H  -3.29  -0.24  2.26  0.52
H  -2.09  0.27  0.18  0.24
Br  -5.03  -6.11  -0.73  -0.16
C  -4.11  -4.49  -0.41  -0.19
C  -2.73  -4.44  -0.56  -0.59
C  -2.11  -3.23  -0.32  -0.54
N  -2.75  -2.12  0.05  0.53
C  -4.07  -2.20  0.19  -0.29
C  -4.80  -3.36  -0.03  -0.79
H  -2.16  -5.31  -0.86  0.58
H  -1.04  -3.14  -0.44  0.41
H  -4.58  -1.29  0.49  0.41
H  -5.88  -3.37  0.09  0.45
C  4.49  -4.05  3.33  -1.35
C  5.01  -3.78  1.92  0.14
C  6.32  -3.00  1.94  -1.30
Sb  3.49  -2.76  0.76  0.36
C  2.04  -4.38  0.84  0.27
C  0.95  -4.00  1.84  -0.93
C  1.44  -4.69  -0.53  -1.39
C  4.28  -3.14  -1.23  0.37
C  5.11  -1.95  -1.72  -1.49
C  5.06  -4.44  -1.36  -1.55
H  5.25  -4.56  3.92  0.44
H  3.60  -4.68  3.32  0.31
H  4.24  -3.12  3.85  0.19
H  5.17  -4.73  1.41  0.47
H  6.19  -2.01  2.40  0.19
H  6.72  -2.84  0.94  0.25
H  7.07  -3.53  2.52  0.43
H  2.59  -5.26  1.20  0.50
H  0.40  -3.12  1.51  -0.14
H  1.35  -3.76  2.83  0.35
H  0.23  -4.82  1.96  0.52
H  1.02  -3.80  -1.00  0.09
H  0.63  -5.43  -0.42  0.44
H  2.17  -5.11  -1.22  0.36
H  3.38  -3.22  -1.85  0.39
H  6.01  -1.83  -1.12  0.31
H  4.57  -1.00  -1.64  0.29
H  5.42  -2.08  -2.76  0.40
H  5.98  -4.40  -0.77  0.30
H  5.35  -4.62  -2.40  0.43
H  4.49  -5.30  -1.02  0.33
N  1.40  -0.95  -1.67  0.12
C  0.27  -0.85  -1.40  -0.27
H  2.32  -0.97  -2.06  0.16

DFT (ωB97M-V with the def2-TZVPD basis set) results for C49H63AsN6OTeV as an isolated structure.

Results
Gap between HOMO and LUMO (spin up / spin down), eV: 3.45 / 3.56
2S+1: 2
Total charge: +2
E, a.u.: -5756.06565
LUMO (spin up / spin down), eV: -7.65 / -7.57
Expectation value of S²: 0.847

Each line ends with the Mulliken spin population.
Element x y z (Å)
V  1.20  2.19  -1.61  1.38
C  4.07  0.40  -4.31  0.00
C  2.95  1.10  -3.61  0.00
N  2.78  1.06  -2.32  -0.07
C  3.67  0.24  -1.50  0.00
C  3.34  0.36  0.00  0.00
N  3.05  1.70  0.48  0.01
C  4.02  2.73  0.12  0.01
C  3.37  4.09  0.30  -0.01
N  2.26  4.24  -0.68  0.03
C  1.18  5.17  -0.25  -0.01
C  -0.20  4.53  -0.47  0.03
N  -0.07  3.80  -1.70  -0.03
C  -0.56  4.07  -2.86  -0.01
C  -1.66  5.03  -3.15  0.00
C  0.13  3.36  -3.96  0.04
C  -0.05  3.54  -5.31  0.00
C  0.82  2.88  -6.19  0.00
C  1.84  2.08  -5.71  0.01
C  1.98  1.92  -4.34  0.02
N  1.11  2.55  -3.51  -0.03
H  5.02  0.84  -4.02  0.00
H  3.98  0.47  -5.39  0.00
H  4.10  -0.66  -4.04  0.00
H  4.71  0.53  -1.69  0.00
H  3.58  -0.81  -1.80  0.00
H  4.19  -0.03  0.56  0.00
H  2.48  -0.27  0.24  0.00
H  2.11  2.00  0.23  -0.01
H  4.90  2.62  0.75  0.00
H  4.35  2.65  -0.93  0.00
H  2.96  4.17  1.30  0.00
H  4.11  4.88  0.16  0.00
H  2.66  4.62  -1.53  0.01
H  1.25  6.09  -0.84  0.00
H  1.31  5.44  0.80  0.00
H  -0.99  5.28  -0.47  0.00
H  -0.40  3.81  0.33  -0.02
H  -2.25  5.25  -2.26  0.00
H  -2.32  4.62  -3.91  0.00
H  -1.26  5.98  -3.54  0.00
H  -0.82  4.19  -5.69  0.00
H  0.70  3.01  -7.26  0.00
H  2.52  1.59  -6.40  0.00
C  2.84  2.37  4.03  0.00
As  1.16  2.65  3.07  0.00
C  0.22  3.57  4.52  0.00
C  0.47  0.78  3.20  0.00
C  -0.02  0.36  4.55  0.00
C  -1.31  0.67  4.96  0.00
C  -1.78  0.27  6.21  0.00
C  -0.95  -0.44  7.06  0.00
C  0.34  -0.75  6.66  0.00
C  0.80  -0.36  5.41  0.00
H  2.65  1.87  4.99  0.00
H  3.31  3.33  4.23  0.00
H  3.52  1.76  3.43  0.00
H  0.22  2.98  5.44  0.00
H  -0.81  3.79  4.24  0.00
H  0.74  4.51  4.69  0.00
H  1.32  0.16  2.89  0.00
H  -0.31  0.67  2.44  0.00
H  -1.97  1.23  4.30  0.00
H  -2.79  0.52  6.51  0.00
H  -1.31  -0.74  8.04  0.00
H  0.99  -1.31  7.32  0.00
H  1.81  -0.62  5.10  0.00
C  0.25  -7.40  3.37  0.00
C  0.08  -6.09  2.65  0.00
C  -0.56  -5.02  3.25  0.00
C  -0.73  -3.80  2.60  0.00
C  -1.46  -2.69  3.31  0.00
C  -0.24  -3.67  1.29  0.00
Te  -0.59  -1.82  0.32  -0.01
N  -0.07  1.12  -1.19  -0.36
C  -1.34  1.08  -1.73  0.05
O  -1.53  1.14  -2.94  -0.06
C  -2.49  0.98  -0.78  0.02
C  -3.70  0.48  -1.25  0.00
C  -4.77  0.33  -0.39  0.00
C  -4.65  0.71  0.94  0.00
C  -3.45  1.23  1.41  0.00
C  -2.37  1.36  0.55  -0.02
C  -1.50  -2.53  -1.46  0.00
C  -0.95  -2.34  -2.71  0.00
C  0.33  -1.62  -2.97  0.00
C  -1.65  -2.83  -3.86  0.00
C  -2.87  -3.50  -3.77  0.00
C  -3.58  -4.01  -5.00  0.00
C  -3.41  -3.66  -2.52  0.00
C  -2.76  -3.19  -1.34  0.00
C  -3.42  -3.40  -0.04  0.00
C  0.43  -4.73  0.67  0.00
C  1.02  -4.65  -0.71  0.00
C  0.57  -5.93  1.36  0.00
H  -0.21  -7.37  4.36  0.00
H  1.31  -7.63  3.49  0.00
H  -0.20  -8.22  2.81  0.00
H  -0.94  -5.12  4.26  0.00
H  -1.70  -2.98  4.33  0.00
H  -2.40  -2.44  2.81  0.00
H  -0.86  -1.78  3.37  0.00
H  -3.77  0.19  -2.30  0.00
H  -5.71  -0.06  -0.76  0.00
H  -5.49  0.61  1.61  0.00
H  -3.36  1.53  2.45  0.00
H  -1.42  1.74  0.91  0.00
H  0.88  -1.41  -2.05  0.00
H  0.12  -0.66  -3.44  0.00
H  0.96  -2.21  -3.64  0.00
H  -1.21  -2.68  -4.83  0.00
H  -3.02  -3.79  -5.90  0.00
H  -4.57  -3.56  -5.09  0.00
H  -3.72  -5.09  -4.93  0.00
H  -4.37  -4.16  -2.42  0.00
H  -4.43  -3.80  -0.18  0.00
H  -3.51  -2.45  0.51  0.00
H  -2.85  -4.09  0.59  0.00
H  1.16  -3.63  -1.05  0.00
H  0.39  -5.17  -1.44  0.00
H  2.00  -5.14  -0.72  0.00
H  1.09  -6.75  0.89  0.00

ΔE to the lowest compared entry with this formula, charge and spin in eV, matching the order above: 0.6346 1.0459